--- A ---
Here is a structure of composition C3H4INO2S from the OMol25 dataset. Energies are from ωB97M-V/def2-TZVPD.

Each line ends with the Mulliken charge.
Element x y z (Å)
C -0.38 2.75 0.63  -0.126
C 1.35 -0.46 -0.41  -0.863
C -1.34 0.00 -0.34  -0.638
N 0.47 3.18 1.25  -0.406
O -0.42 -2.41 -0.73  -0.557
O -0.29 -1.44 1.55  -0.555
S -0.18 -1.28 0.11  1.110
I -3.07 -0.01 0.72  0.410
H 1.08 0.61 -0.69  0.299
H 2.24 -0.30 0.31  0.309
H 1.72 -1.10 -1.16  0.372
H -1.19 0.46 -1.23  0.644

Results
2S+1 ... 1
Orbital gap ... 5.54 eV

--- B ---
Here is a structure of composition C3H4INO2S from the OMol25 dataset. Energies are from ωB97M-V/def2-TZVPD.

Each line ends with the Mulliken charge.
Element x y z (Å)
C 0.42 1.83 -0.30  0.269
C -1.04 -0.43 1.12  -0.977
C 0.79 0.58 -0.81  -0.330
N 0.22 2.81 0.27  -0.350
O 0.81 -1.90 -0.40  -0.522
O -1.29 -0.97 -1.49  -0.540
S -0.22 -0.90 -0.50  1.013
I 1.60 0.55 -2.68  0.259
H -1.89 -1.26 1.13  0.312
H -0.50 -0.76 2.01  0.355
H -1.47 0.56 1.11  0.402
H 2.57 -0.11 0.55  0.108

Results
2S+1 ... 1
Orbital gap (alpha / beta) ... 8.60 / 8.05 eV

Which structure is the most stable? The one labeled B.

--- A ---
Here is an isolated molecule of C3H5ClFN from the OMol25 dataset. Energies are from ωB97M-V/def2-TZVPD.

Each line ends with the Mulliken charge.
Element x y z (Å)
C 0.12 1.71 -0.14  -0.597
C 0.88 0.71 -0.36  0.341
C -0.91 -1.09 0.42  -0.742
N 0.57 -0.81 0.54  -0.136
F 1.20 -1.87 -0.13  -0.196
Cl 2.25 0.53 -1.35  -0.131
H 0.16 2.58 -0.77  0.283
H -0.60 1.69 0.61  0.281
H -1.09 -2.11 0.73  0.291
H -1.48 -0.57 1.15  0.289
H -1.11 -0.78 -0.70  0.315

Results
2S+1 ... 1
Orbital gap ... 10.27 eV

--- B ---
Here is an isolated molecule of C3H5ClFN from the OMol25 dataset. Energies are from ωB97M-V/def2-TZVPD.

Each line ends with the Mulliken charge.
Element x y z (Å)
C 0.48 0.22 0.86  -0.205
C 0.84 0.21 -0.56  -0.112
C -0.48 -0.26 -0.18  -0.125
H 1.79 -1.29 1.38  0.243
H 0.56 -1.10 2.42  0.241
H 0.15 1.12 1.32  0.376
H 1.07 1.04 -1.18  0.370
H -0.67 -1.32 -0.26  0.352
N 1.21 -0.60 1.76  -0.631
F 1.73 -0.83 -0.76  -0.310
Cl -1.89 0.71 -0.58  -0.200

Results
2S+1 ... 1
Orbital gap ... 10.37 eV

Which structure is the most stable? The one labeled B.

--- A ---
Here is an isolated molecule of C3H3F3 from the OMol25 dataset. Energies are from ωB97M-V/def2-TZVPD.

Each line ends with the Mulliken charge.
Element x y z (Å)
C 0.02 0.19 1.15  -0.193
C -0.08 0.38 -0.34  -0.191
C 0.08 -0.48 -1.27  0.393
H 0.44 1.15 1.69  0.191
H 0.69 -0.65 1.62  0.236
H -0.29 1.45 -0.62  0.262
F -1.30 0.01 1.54  -0.255
F 0.49 -1.77 -1.17  -0.220
F -0.05 -0.27 -2.59  -0.222

Results
2S+1 ... 1
Orbital gap ... 11.53 eV

--- B ---
Here is an isolated molecule of C3H3F3 from the OMol25 dataset. Energies are from ωB97M-V/def2-TZVPD.

Each line ends with the Mulliken charge.
Element x y z (Å)
C -0.85 -0.63 0.55  -0.163
C 0.04 0.53 0.20  0.253
C 1.26 0.41 -0.21  -0.132
H -1.39 -0.43 1.46  0.252
H -0.10 -1.46 0.65  0.198
H 1.93 1.05 -0.76  0.348
F -1.67 -0.90 -0.52  -0.261
F -0.61 1.60 0.01  -0.242
F 1.93 -0.81 0.00  -0.253

Results
2S+1 ... 1
Orbital gap ... 11.21 eV

Which structure is the most stable? The one labeled A.

--- A ---
Here is an isolated molecule of C6H12O4 from the OMol25 dataset. Energies are from ωB97M-V/def2-TZVPD.

Each line ends with the Mulliken charge.
Element x y z (Å)
C -1.28 -1.98 -2.09  -0.743
C 0.10 -1.00 -0.52  0.358
C -0.96 0.07 -0.09  -0.472
C -0.54 0.89 1.30  -1.015
C 0.98 1.00 1.31  0.238
C 1.67 -0.35 1.15  -0.862
H -2.14 -1.34 -1.78  0.328
H -1.82 -2.99 -2.21  0.248
H -0.82 -1.66 -3.08  0.275
H 0.69 -0.48 -1.35  0.250
H -2.05 -0.39 0.04  0.302
H -0.93 0.89 -0.87  0.205
H -0.81 0.47 2.19  0.499
H -1.09 1.88 1.29  0.291
H 1.28 1.42 2.32  0.427
H 2.57 -0.04 0.63  0.325
H 2.09 -0.55 2.09  0.473
H 0.29 2.92 -0.49  0.347
O -0.41 -2.18 -0.98  -0.364
O 0.90 -1.38 0.49  -0.430
O 1.58 1.87 0.25  -0.280
O 0.71 2.95 0.40  -0.400

Results
2S+1 ... 1
Orbital gap ... 10.25 eV

--- B ---
Here is an isolated molecule of C6H12O4 from the OMol25 dataset. Energies are from ωB97M-V/def2-TZVPD.

Each line ends with the Mulliken charge.
Element x y z (Å)
O 2.10 0.17 -0.41  -0.553
C 0.84 0.81 -0.49  -0.541
C 0.10 0.51 -1.80  -0.806
C -0.69 -0.79 -1.54  -0.806
C -0.61 -1.07 -0.03  -0.394
O 0.15 -2.22 0.24  -0.604
C -0.10 0.25 0.60  1.212
C 0.59 0.13 1.94  -0.329
O -0.54 0.62 2.61  -0.707
H 2.25 -0.40 -1.17  0.368
H 1.00 1.89 -0.34  0.454
H -0.57 1.33 -2.05  0.252
H 0.81 0.43 -2.64  0.450
H -1.73 -0.70 -1.87  0.282
H -0.26 -1.63 -2.11  0.359
H -1.61 -1.28 0.37  0.476
H -0.02 -2.62 1.10  0.352
H 0.78 -0.90 2.26  0.203
H 1.48 0.78 2.00  0.257
O -1.48 1.27 0.59  -0.763
H -1.33 1.26 2.08  0.482
H -1.16 2.17 0.64  0.355

Results
2S+1 ... 1
Orbital gap ... 9.99 eV

Which structure is the most stable? The one labeled B.